Record 1
10 unconnected molecules or ions with the total composition C50H117N5O10 in a non-equilibrium geometry. Source: the Open Molecules 2025 dataset; level of theory: the ωB97M-V functional and the def2-TZVPD basis.

XYZ file:
```
182
Properties=species:S:1:pos:R:3:lowdin_charge:R:1
C -5.6177 8.9607 -6.9100 -0.03
C -6.0621 8.1197 -5.6213 -0.42
C -7.0446 6.9580 -6.0580 -0.04
C -4.7500 7.3942 -5.0971 -0.16
C -3.9560 8.1392 -4.0747 -0.21
C -4.8772 8.6395 -2.9297 -0.10
C -6.1802 9.4769 -3.3988 -0.45
C -7.1171 9.4854 -2.1886 -0.06
C -5.6619 10.9091 -3.6493 -0.04
N -6.8500 8.7837 -4.5635 -0.14
O -7.9619 9.4728 -4.9658 -0.01
H -5.0413 9.8475 -6.6464 0.06
H -5.0606 8.4255 -7.6790 0.07
H -6.4890 9.4403 -7.3560 0.07
H -7.2267 6.3071 -5.2029 0.08
H -7.9205 7.3939 -6.5385 0.07
H -6.6656 6.4917 -6.9674 0.07
H -5.0720 6.5159 -4.5377 0.10
H -4.1116 6.9425 -5.8564 0.12
H -2.9951 7.6714 -3.8605 0.11
H -3.6200 9.0176 -4.6256 0.09
H -4.2325 9.3579 -2.4234 0.11
H -5.2089 7.7703 -2.3618 0.11
H -7.8376 10.2978 -2.0938 0.08
H -6.5740 9.5499 -1.2457 0.08
H -7.6526 8.5396 -2.1057 0.08
H -6.3560 11.4688 -4.2762 0.08
H -4.7030 11.0190 -4.1558 0.07
H -5.4530 11.3883 -2.6928 0.08
H -8.6909 9.0202 -4.5353 0.11
C -9.2676 21.6979 -3.6199 -0.05
C -7.8601 21.2469 -3.9242 -0.46
C -7.7440 21.1299 -5.5298 -0.01
C -6.8750 22.3843 -3.5373 -0.15
C -6.6376 22.4387 -2.0670 -0.23
C -6.0943 21.1449 -1.5445 -0.14
C -7.0027 19.8956 -1.8985 -0.47
C -6.1162 18.6830 -1.7506 -0.05
C -8.2563 19.9496 -0.9220 -0.02
N -7.4180 19.9750 -3.3065 -0.09
O -8.2108 18.8240 -3.7276 -0.02
H -9.4390 22.7551 -3.8222 0.09
H -10.0219 20.9729 -3.9257 0.09
H -9.3825 21.7168 -2.5362 0.06
H -8.5173 21.6796 -6.0663 0.08
H -6.7571 21.4070 -5.9004 0.06
H -7.6586 20.1087 -5.9014 0.06
H -5.9396 22.3505 -4.0958 0.12
H -7.4595 23.2973 -3.6502 0.11
H -5.8713 23.1729 -1.8185 0.12
H -7.5754 22.7591 -1.6130 0.11
H -5.9843 21.2608 -0.4663 0.12
H -5.0634 21.1216 -1.8978 0.12
H -5.3629 18.6887 -2.5384 0.09
H -6.6754 17.7604 -1.9065 0.08
H -5.6278 18.5406 -0.7866 0.09
H -8.6002 20.9563 -0.6844 0.06
H -8.0183 19.6515 0.0991 0.08
H -9.1518 19.4998 -1.3508 0.08
H -7.7237 18.4450 -4.4629 0.09
C 5.4458 20.6609 -6.2871 -0.04
C 5.9484 19.7503 -5.1382 -0.44
C 5.1485 18.3912 -5.2559 -0.03
C 7.4413 19.4572 -5.3702 -0.16
C 8.2363 18.9046 -4.2067 -0.20
C 7.9097 19.5669 -2.8807 -0.15
C 6.4065 19.8241 -2.5843 -0.50
C 5.8708 18.4290 -2.1098 -0.02
C 6.3875 20.8397 -1.4953 -0.06
N 5.7561 20.3622 -3.7855 -0.12
O 4.4311 20.6310 -3.5597 -0.01
H 5.5024 20.2029 -7.2746 0.08
H 4.3732 20.8218 -6.1786 0.08
H 5.9765 21.6124 -6.2527 0.08
H 5.7950 17.5266 -5.4063 0.07
H 4.3629 18.1253 -4.5487 0.07
H 4.6407 18.3511 -6.2196 0.07
H 7.5800 18.7570 -6.1940 0.12
H 8.0308 20.2877 -5.7586 0.11
H 8.1044 17.8228 -4.1876 0.11
H 9.2762 19.1632 -4.4065 0.11
H 8.4402 20.5078 -3.0273 0.12
H 8.3922 19.0355 -2.0604 0.12
H 5.8820 17.6016 -2.8193 0.07
H 4.7895 18.5627 -2.0804 0.07
H 6.2342 18.1501 -1.1207 0.09
H 5.3807 21.0499 -1.1343 0.08
H 6.7332 21.8374 -1.7661 0.09
H 6.9707 20.5674 -0.6156 0.09
H 4.3734 21.5774 -3.7101 0.11
C -2.5902 6.0050 7.6246 -0.04
C -2.5864 6.8088 6.2420 -0.48
C -3.6632 7.9104 6.3469 -0.03
C -1.1762 7.2520 6.0211 -0.17
C -0.9870 7.8269 4.6494 -0.19
C -1.2473 6.7303 3.6153 -0.16
C -2.6393 6.0657 3.7959 -0.47
C -3.4494 7.1896 3.2129 -0.06
C -2.6594 4.7838 2.9166 -0.02
N -2.9759 5.7912 5.2388 -0.11
O -4.1902 5.1489 5.5862 -0.01
H -2.2256 4.9814 7.7101 0.08
H -1.9851 6.5275 8.3655 0.07
H -3.5070 6.1466 8.1967 0.07
H -3.6537 8.6277 5.5262 0.06
H -4.7004 7.5760 6.3695 0.08
H -3.5670 8.5009 7.2580 0.08
H -0.9922 7.9668 6.8231 0.13
H -0.4790 6.4264 6.1638 0.13
H -1.5911 8.7195 4.4867 0.10
H 0.0851 8.0233 4.6551 0.11
H -0.4572 5.9943 3.7642 0.11
H -0.9582 7.1238 2.6408 0.13
H -3.4505 6.9696 2.1453 0.09
H -3.1415 8.2288 3.3283 0.07
H -4.4796 7.2190 3.5676 0.09
H -3.7267 4.6808 2.7207 0.08
H -2.4383 3.8861 3.4939 0.08
H -1.9391 4.7450 2.0995 0.08
H -3.8938 4.3568 6.0405 0.09
C -0.2363 17.6589 -0.4712 -0.13
O -0.7202 16.4285 -0.0552 -0.18
C 0.3150 15.5101 0.3147 -0.23
C -0.3071 14.3030 0.8799 -0.49
C 0.7574 13.3776 1.3650 -0.08
N -1.1107 13.5988 -0.0659 0.06
H -1.1580 18.1884 -0.7124 0.09
H 0.4270 17.7069 -1.3348 0.09
H 0.2553 18.1064 0.3927 0.08
H 0.7778 15.1678 -0.6109 0.13
H 0.9916 15.8909 1.0798 0.13
H -0.7464 14.7509 1.7712 0.15
H 0.4523 12.6222 2.0890 0.08
H 1.4817 13.9085 1.9829 0.07
H 1.3765 12.9599 0.5710 0.08
H -0.8378 13.7151 -1.0314 0.07
H -2.0893 13.8482 -0.0502 0.08
C 2.5876 21.4397 4.5655 -0.07
C 1.2256 20.6730 4.7813 -0.28
O 1.2422 19.9647 6.0481 -0.10
H 3.4539 20.7928 4.4269 0.07
H 2.8421 22.0229 5.4505 0.06
H 2.4114 22.1040 3.7194 0.06
H 1.0450 20.0600 3.8983 0.09
H 0.2994 21.2436 4.8492 0.10
H 0.3489 20.0274 6.3940 0.07
C 3.8245 8.9044 -1.5477 -0.10
C 3.7710 9.1833 -3.0372 -0.28
O 5.0973 8.9014 -3.6006 -0.10
H 3.1411 9.2661 -0.7793 0.07
H 4.7352 9.3232 -1.1195 0.07
H 3.8893 7.8247 -1.4129 0.07
H 3.6375 10.2549 -3.1852 0.10
H 2.9786 8.6550 -3.5674 0.11
H 5.5027 9.7251 -3.8811 0.07
C -5.3743 15.1836 4.5009 -0.07
C -6.8589 15.1042 4.8766 -0.34
O -7.3284 16.4016 5.1334 -0.09
H -5.2588 15.9528 3.7372 0.07
H -4.9625 14.2420 4.1377 0.07
H -4.8078 15.4763 5.3849 0.07
H -7.0130 14.7134 5.8824 0.10
H -7.5192 14.4767 4.2780 0.11
H -7.9229 16.2846 5.8780 0.08
C 5.1404 13.9585 5.6294 -0.10
C 4.9706 15.1729 4.6675 -0.28
O 5.8395 14.8639 3.5947 -0.11
H 4.7182 13.0275 5.2510 0.07
H 4.4389 14.0334 6.4603 0.06
H 6.1407 13.7738 6.0211 0.07
H 5.4624 16.0424 5.1036 0.11
H 3.9434 15.2922 4.3230 0.11
H 6.7402 15.0714 3.8542 0.08
C 1.7003 14.1067 -4.8171 -0.09
C 0.4761 13.1994 -4.9570 -0.35
O -0.5150 13.8861 -4.3401 -0.08
H 2.4038 13.9503 -5.6348 0.06
H 2.3178 13.9737 -3.9288 0.07
H 1.4349 15.1461 -5.0101 0.07
H 0.8355 12.3198 -4.4230 0.11
H 0.0642 12.9465 -5.9340 0.11
H -0.8105 14.6700 -4.8088 0.09
```

The gap between HOMO and LUMO is 8.273 eV. The value obtained for the HOMO energy is -8.000 eV. The charge is 0. The calculation puts the maximum force at 4.083 eV/A. The SMILES is CC1(C)CCCC(C)(C)N1O.CC1(C)CCCC(C)(C)N1O.CC1(C)CCCC(C)(C)N1O.CC1(C)CCCC(C)(C)N1O.COC[C@H](C)N.CCO.CCO.CCO.CCO.CCO.

---

Record 2
C19H28N6O in the gas phase in a non-equilibrium geometry. Source: the Open Molecules 2025 dataset; level of theory: the ωB97M-V functional and the def2-TZVPD basis.

XYZ file:
```
54
Properties=species:S:1:pos:R:3:lowdin_charge:R:1
C -1.4453 6.7882 -2.7572 -0.05
C -0.4458 5.6752 -2.8246 -0.28
C 0.8930 5.8950 -2.5288 -0.04
C 1.8077 4.8589 -2.5684 -0.03
C 1.4064 3.5760 -2.9117 -0.19
C 2.4276 2.4594 -2.9860 -0.28
C 2.8128 2.1702 -4.4362 -0.02
N 1.9357 1.2700 -2.3312 -0.10
C 1.1889 0.2604 -2.8167 0.02
C 0.9784 -0.5662 -1.7278 -0.18
C 0.2239 -1.8312 -1.6445 -0.47
O -0.3716 -2.3112 -2.5923 0.06
N 0.2891 -2.3847 -0.4160 0.06
C -0.4303 -3.5808 -0.0592 -0.15
C -1.5852 -3.3256 0.9212 -0.18
N -1.2193 -3.6011 2.2994 -0.18
C -2.3883 -3.6165 3.1608 -0.19
C -1.9914 -4.0191 4.5757 -0.20
N -1.0371 -3.0645 5.1041 -0.23
C -0.7015 -3.3406 6.4825 -0.11
C 0.1362 -3.0522 4.2533 -0.19
C -0.2504 -2.6594 2.8313 -0.18
N 1.6051 -0.0042 -0.6657 0.06
N 2.1664 1.0802 -1.0360 0.05
C 0.0692 3.3509 -3.2102 -0.02
C -0.8435 4.3876 -3.1633 -0.03
H -2.1846 6.6927 -3.5495 0.08
H -0.9574 7.7559 -2.8426 0.08
H -1.9719 6.7563 -1.8029 0.09
H 1.2244 6.8877 -2.2604 0.11
H 2.8443 5.0493 -2.3304 0.11
H 3.3159 2.7563 -2.4168 0.15
H 1.9305 1.9662 -5.0379 0.08
H 3.4872 1.3182 -4.4908 0.09
H 3.3127 3.0401 -4.8540 0.09
H 0.8797 0.1641 -3.8342 0.13
H 0.7814 -1.8592 0.2918 0.10
H 0.2513 -4.3160 0.3779 0.13
H -0.8250 -3.9737 -0.9992 0.12
H -2.4069 -4.0007 0.6714 0.12
H -1.9472 -2.2901 0.7880 0.13
H -3.1045 -4.3414 2.7660 0.12
H -2.8738 -2.6253 3.1964 0.13
H -2.8775 -4.0206 5.2152 0.12
H -1.5706 -5.0407 4.5543 0.13
H -0.0136 -2.5760 6.8408 0.08
H -0.2312 -4.3280 6.6181 0.09
H -1.6089 -3.3026 7.0837 0.08
H 0.8478 -2.3229 4.6480 0.12
H 0.6248 -4.0436 4.2303 0.13
H 0.6481 -2.6833 2.2132 0.11
H -0.6531 -1.6309 2.8385 0.13
H -0.2714 2.3597 -3.4728 0.11
H -1.8810 4.1939 -3.3943 0.11
```

The gap between HOMO and LUMO is 9.444 eV. The value obtained for the HOMO energy is -8.651 eV. The charge is 0. The calculation puts the maximum force at 1.272 eV/A. The SMILES is Cc1ccc([C@H](C)n2cc(C(=O)NCCN3CCN(C)CC3)nn2)cc1.

---

Record 3
2 unconnected molecules or ions with the total composition ClH2NOS2 in a non-equilibrium geometry. Source: the Open Molecules 2025 dataset; level of theory: the ωB97M-V functional and the def2-TZVPD basis.

XYZ file:
```
7
Properties=species:S:1:pos:R:3:lowdin_charge:R:1
N -2.1372 0.0200 -0.0351 -0.69
O 0.1679 0.7224 -1.3025 -0.59
S -1.3948 0.3616 1.4637 0.55
S -0.9516 1.1703 -0.4440 0.66
Cl 2.3138 1.3187 0.5385 0.25
H -3.1449 0.2109 -0.0699 0.04
H 1.8439 1.2111 -0.7017 -0.22
```

The gap between HOMO and LUMO is 8.689 eV. The value obtained for the HOMO energy is -9.448 eV. The charge is 0. The calculation puts the maximum force at 2.248 eV/A.

---

Record 4
2 unconnected molecules or ions with the total composition C2H2O3 in a non-equilibrium geometry. Source: the Open Molecules 2025 dataset; level of theory: the ωB97M-V functional and the def2-TZVPD basis.

XYZ file:
```
7
Properties=species:S:1:pos:R:3:lowdin_charge:R:1
C 0.5553 1.5945 0.2790 -0.01
C 0.1660 -0.6756 -0.2801 -0.19
O 1.3689 1.8839 1.1115 0.09
O -0.3105 -1.7389 -1.1211 0.05
O -0.6022 -0.2847 0.5699 -0.04
H -0.5478 1.6643 0.1850 0.12
H -0.6298 -2.4434 -0.7442 -0.01
```

The gap between HOMO and LUMO (alpha / beta) is 6.990 / 8.984 eV. The value obtained for the HOMO energy (alpha / beta) is -8.685 / -9.748 eV. The charge is 0. The calculation puts the maximum force at 9.691 eV/A.

---

Record 5
A molecular structure, C19H14CuN3O2S. Source: the Open Molecules 2025 dataset; level of theory: the ωB97M-V functional and the def2-TZVPD basis.

XYZ file:
```
40
Properties=species:S:1:pos:R:3:lowdin_charge:R:1
Cu 0.1284 -0.6971 0.5002 0.38
O -0.8177 -1.8855 -1.2561 -0.15
C -0.2223 -1.6608 -2.3715 -0.42
C 0.1663 -2.6883 -3.2752 -0.05
C 0.8875 -2.4071 -4.4223 -0.16
C 1.2499 -1.1022 -4.7528 -0.16
C 0.8493 -0.0705 -3.9050 -0.08
C 0.1173 -0.3260 -2.7600 -0.17
C -0.3940 0.7260 -1.8700 -0.17
N 0.2955 1.7184 -1.4722 0.03
N -0.3805 2.6298 -0.6582 0.02
C -0.8345 2.1625 0.4715 -0.50
O -0.8044 0.9860 0.9643 -0.13
C -1.4904 3.2112 1.3441 -0.13
C -1.6046 4.5421 0.9447 -0.05
C -2.2237 5.4748 1.7626 -0.12
C -2.7375 5.0947 2.9987 -0.14
C -2.6224 3.7724 3.4039 -0.11
C -2.0037 2.8383 2.5818 -0.03
H -0.0886 -3.7104 -3.0138 0.09
H 1.1853 -3.2253 -5.0735 0.08
H 1.8237 -0.8935 -5.6483 0.07
H 1.1007 0.9604 -4.1332 0.10
H -1.4294 0.6075 -1.5404 0.13
H -1.1930 4.8162 -0.0174 0.09
H -2.3037 6.5071 1.4386 0.08
H -3.2188 5.8252 3.6399 0.08
H -3.0135 3.4662 4.3681 0.09
H -1.8936 1.8030 2.8761 0.11
S 2.6538 -0.6056 2.7671 0.39
C 2.2002 -2.1196 2.1232 -0.86
C 2.8491 -3.3173 2.5437 -0.16
C 2.4751 -4.5389 2.0560 -0.13
C 1.4392 -4.6169 1.1180 -0.12
C 0.8487 -3.4346 0.7297 -0.14
N 1.1965 -2.2259 1.2060 -0.04
H 3.6474 -3.2188 3.2661 0.07
H 2.9844 -5.4374 2.3931 0.08
H 1.1131 -5.5566 0.6924 0.08
H 0.0649 -3.4036 -0.0201 0.09
```

The gap between HOMO and LUMO is 6.036 eV. The value obtained for the HOMO energy is -1.093 eV. The charge is -2. The calculation puts the maximum force at 0.268 eV/A.

---

Record 6
C3H5NO in the gas phase in a non-equilibrium geometry. Source: the Open Molecules 2025 dataset; level of theory: the ωB97M-V functional and the def2-TZVPD basis.

XYZ file:
```
10
Properties=species:S:1:pos:R:3:lowdin_charge:R:1
C -1.0881 0.8090 0.2244 -0.09
O -0.3188 0.3814 -0.8900 -0.18
C 0.5151 -0.7089 -0.6467 -0.23
C 1.5113 -0.4614 0.4236 -0.19
N 2.2613 -0.2795 1.2851 0.15
H -2.1396 0.8580 -0.0733 0.09
H -0.7538 1.8014 0.5423 0.09
H -0.9908 0.1282 1.0773 0.09
H 1.0527 -0.9167 -1.5759 0.13
H -0.0493 -1.6115 -0.3668 0.13
```

The gap between HOMO and LUMO is 11.604 eV. The value obtained for the HOMO energy is -10.801 eV. The charge is 0. The calculation puts the maximum force at 1.141 eV/A. The SMILES is COCC#N.